Entry from the Open Molecules 2025 dataset: C45H49N11O3Y as an isolated structure at a distorted geometry (wB97M-V/def2-TZVPD).

Geometry as XYZ:
```
109
Properties=species:S:1:pos:R:3:forces:R:3
Y -0.1234 0.2224 0.1154 -0.886 -0.483 -0.150
O 0.9364 -0.8611 -1.7297 0.111 0.120 0.006
O -0.1260 -3.1329 -1.8548 -0.124 -0.172 -0.223
O 1.6470 1.1965 0.6466 0.594 0.548 0.127
N 2.2937 -2.5791 0.6443 -0.018 0.026 0.065
N -0.5538 1.3199 -2.7824 0.059 0.003 0.189
N -0.3868 3.1269 3.1294 0.010 0.077 -0.059
N -1.9450 2.9760 1.4405 0.097 -0.032 -0.100
N 0.7519 -1.2795 1.7661 0.036 -0.190 0.333
N 0.9237 -3.6202 2.1787 0.019 0.034 -0.007
N -2.5166 -1.2362 0.7561 0.017 0.107 -0.093
N -1.9905 -0.0861 -1.6162 0.057 -0.072 -0.041
N -0.2374 1.8350 -1.4745 -0.042 0.043 -0.527
N -0.9359 1.0290 2.1530 0.063 -0.150 0.445
N 1.7034 1.6050 -2.6222 0.166 0.024 0.027
C -0.0616 -2.9712 -3.1925 -0.071 -0.183 0.281
C -2.2328 0.0482 -3.9940 -0.029 -0.059 0.160
C -3.0287 -0.9420 -1.5718 0.022 0.001 0.072
C -3.2448 -0.8776 -3.9440 -0.007 -0.012 0.040
C 0.4724 -1.8147 -3.8049 0.104 0.174 -0.030
C 1.7436 3.1686 -0.6807 0.036 0.110 -0.058
C -0.9342 4.3661 3.6532 -0.022 -0.005 -0.004
C -3.0417 2.2518 0.8261 -0.070 0.015 -0.039
C -5.1105 -2.0630 1.3535 0.016 0.011 -0.008
C 2.0827 1.5126 -5.3276 0.035 -0.018 0.033
C -0.9153 0.5457 4.5422 0.029 0.082 0.031
C 0.9185 2.6020 -1.8009 0.071 0.031 0.004
C -0.4151 -0.0964 5.6602 0.076 -0.060 -0.029
C 3.5790 4.2325 1.1234 0.009 -0.017 0.009
C 0.8233 -0.6737 -2.9639 -0.149 0.173 -0.001
C -1.0689 2.3453 2.2650 -0.002 -0.147 0.075
C 3.2625 -1.5128 0.4194 -0.070 0.003 -0.039
C -2.8907 -1.5109 2.0069 -0.009 0.009 0.018
C -3.4411 -1.3537 -0.2043 -0.008 -0.005 -0.107
C 3.2150 1.7118 -4.4496 -0.094 0.007 -0.022
C -1.6140 0.4150 -2.7904 0.143 0.017 -0.156
C 2.1459 2.4046 0.4311 -0.039 -0.089 -0.262
C 0.7681 0.8304 -3.3964 -0.245 -0.016 0.021
C -4.1634 -1.9299 2.3541 0.009 -0.001 -0.021
C 1.3152 -2.4678 1.5742 -0.078 0.024 -0.135
C 0.8798 1.1728 -4.8476 0.102 -0.103 0.006
C 0.9683 -1.4078 4.2160 -0.067 -0.223 -0.046
C 2.9377 1.8968 -3.1449 0.000 0.013 0.015
C 3.0995 2.9459 1.2990 0.041 0.065 0.013
C -0.4656 0.2597 3.2533 -0.073 0.030 0.016
C -1.5785 4.2074 0.7483 0.024 -0.025 0.047
C 0.9293 2.7900 3.6384 0.013 -0.061 -0.004
C 0.5643 -1.8010 -5.2110 -0.010 -0.011 -0.084
C 0.0969 -2.8429 -5.9758 0.024 0.062 0.151
C -4.7450 -1.7631 0.0541 0.058 0.005 0.013
C 0.5778 -1.0502 5.4940 -0.088 0.063 0.005
C -0.5688 -4.0096 -3.9748 0.050 0.089 0.059
C 0.3996 -0.8483 3.0677 -0.031 0.113 0.083
C 2.2300 4.4632 -0.8301 0.043 -0.006 0.048
C -0.4248 -3.8037 2.6700 -0.010 0.022 0.011
C 1.8754 -4.6343 2.6000 0.029 0.016 0.032
C -3.6648 -1.3831 -2.7114 0.058 0.072 -0.006
C -0.4936 -3.9405 -5.3469 -0.011 -0.032 -0.009
C 2.5204 -3.7901 -0.1242 0.015 -0.017 -0.016
C 3.1305 5.0151 0.0688 -0.039 -0.015 -0.036
H -0.5131 -3.5606 3.7333 -0.013 0.007 -0.005
H 3.4959 6.0227 -0.0673 0.011 0.025 -0.008
H -0.5966 4.5404 1.0707 0.026 0.018 -0.023
H 1.7322 -5.5745 2.0645 -0.006 -0.019 -0.002
H 2.6871 -3.5056 -1.1650 -0.005 -0.029 0.000
H 0.1948 -2.8130 -7.0493 0.002 -0.001 -0.084
H 1.5783 3.6556 3.5033 0.014 -0.002 0.028
H -0.4411 5.2420 3.2264 0.010 0.017 0.005
H 3.0180 -0.6549 1.0366 0.012 0.029 0.014
H -2.7659 1.8560 -0.1563 -0.005 0.001 0.012
H 3.2412 -1.1981 -0.6246 0.007 0.027 -0.010
H -3.3643 1.4405 1.4726 0.005 -0.030 0.011
H 1.7237 -2.1736 4.0970 0.047 -0.010 0.002
H 1.0360 -0.9633 -5.6925 0.016 0.068 -0.016
H -2.1403 -1.3780 2.7731 0.012 -0.005 0.017
H -0.7073 -4.8466 2.5201 0.001 -0.005 0.013
H -0.7769 4.3793 4.7332 -0.026 0.011 0.017
H 1.6479 -4.4365 -0.0756 0.020 0.008 -0.025
H -2.3125 4.9919 0.9347 -0.019 0.049 -0.002
H -5.4679 -1.8102 -0.7460 -0.025 -0.009 -0.016
H 0.6722 3.4303 -2.4882 -0.017 -0.063 0.065
H 3.4006 -4.3373 0.2216 0.010 -0.007 -0.011
H -0.0023 1.1833 -5.4676 -0.054 -0.003 -0.039
H -3.7304 -1.1987 -4.8544 -0.026 -0.017 -0.043
H -0.8766 -4.7600 -5.9399 -0.011 -0.024 -0.020
H -1.9182 0.4927 -4.9227 0.004 0.046 -0.057
H -1.5269 3.9960 -0.3220 -0.006 0.028 -0.018
H -6.1208 -2.3737 1.5804 -0.025 -0.014 0.011
H -1.9998 4.4218 3.4496 -0.012 0.019 0.000
H -3.8684 2.9505 0.6873 -0.029 -0.027 0.001
H 0.8790 2.5314 4.6972 0.033 -0.020 0.048
H 0.3595 -2.3788 -1.4621 0.012 -0.036 -0.095
H 1.0349 -1.5277 6.3488 0.024 -0.015 0.033
H 1.3478 1.9595 3.0786 -0.019 -0.009 0.013
H -4.4651 -2.1038 -2.6550 -0.030 -0.036 -0.012
H 2.8927 -4.2870 2.4430 0.009 -0.001 0.012
H 4.3120 4.6259 1.8151 0.031 0.020 0.032
H -4.3972 -2.1333 3.3886 -0.016 -0.006 0.033
H 3.4457 2.3339 2.1217 0.028 -0.024 0.012
H 1.9050 5.0381 -1.6888 -0.005 0.050 -0.038
H 4.2013 1.9013 -4.8382 0.063 0.002 -0.034
H 2.1942 1.7455 -6.3781 0.011 0.014 -0.057
H -0.7723 0.1671 6.6450 -0.023 0.009 0.041
H -1.1024 -3.1790 2.0983 0.002 -0.002 0.003
H 1.7370 -4.8207 3.6676 0.021 -0.009 0.009
H -1.6543 1.3291 4.6607 -0.016 0.012 -0.001
H 3.6420 2.3207 -2.4407 0.020 0.009 0.030
H 4.2614 -1.8880 0.6542 0.026 0.025 0.003
H -0.9918 -4.8652 -3.4700 -0.031 -0.052 0.023
```
Positions in Å, forces in eV/Å.

Summary:
**E_LUMO**: -0.10180 Ha
**Net charge**: +1
**Energy relative to the best compared isomer or geometry (same formula, charge and spin)**: 3.689 eV
**Highest occupied orbital energy**: -9.54 eV